[1]
ORCA calculation (ωB97M-V/def2-TZVPD) on a molecular structure, C42H31Br3N3O3P2S4Ti at a distorted geometry.

Molar mass (g mol⁻¹): 1103.52
HOMO (spin up / spin down) (eV): -2.29 / -4.14
Relative energy (zero: lowest compared OMol25 entry of this formula, charge and spin) (kJ/mol): 14.0
Calculated total energy (hartree): -12856.271581

Structure (ORCA input):
```
! wB97M-V def2-TZVPD RIJCOSX def2/J DEFGRID3
* xyz -1 3
Ti -0.563 -1.189 -0.739
N 1.398 1.553 0.568
P 1.925 0.141 -0.227
C 2.499 0.734 -1.867
C 2.517 -0.211 -2.889
C 2.849 0.161 -4.178
C 3.162 1.481 -4.457
C 3.172 2.418 -3.437
C 2.852 2.047 -2.143
C 3.613 -0.032 0.487
C 4.532 -0.819 -0.203
C 5.814 -0.989 0.279
C 6.197 -0.384 1.464
C 5.286 0.385 2.166
C 4.000 0.553 1.687
P -0.117 1.449 1.338
C 0.347 2.038 3.022
C -0.052 3.243 3.586
C 0.314 3.558 4.883
C 1.073 2.674 5.631
C 1.473 1.467 5.078
C 1.103 1.148 3.785
C -0.953 2.951 0.704
C -2.278 3.139 1.085
C -3.019 4.173 0.545
C -2.443 5.023 -0.386
C -1.126 4.839 -0.768
C -0.381 3.805 -0.230
H 2.067 2.249 0.887
H 2.237 -1.236 -2.667
H 2.833 -0.572 -4.972
H 3.383 1.778 -5.474
H 3.412 3.450 -3.661
H 2.859 2.789 -1.355
H 4.237 -1.297 -1.125
H 6.516 -1.602 -0.266
H 7.200 -0.519 1.842
H 5.575 0.853 3.098
H 3.301 1.143 2.267
H -0.645 3.947 3.019
H 0.006 4.499 5.317
H 1.344 2.922 6.645
H 2.065 0.776 5.655
H 1.395 0.198 3.356
H -2.719 2.464 1.811
H -4.052 4.309 0.831
H -3.028 5.823 -0.818
H -0.683 5.491 -1.507
H 0.634 3.643 -0.558
O -5.792 -0.157 2.191
C -4.575 -0.208 1.569
C -4.328 0.403 0.323
C -3.094 0.292 -0.254
N -2.056 -0.402 0.291
C -2.310 -0.925 1.525
Br -0.804 -1.659 2.409
C -3.512 -0.863 2.185
H -6.384 0.389 1.662
H -5.103 0.972 -0.173
H -2.889 0.778 -1.203
H -3.641 -1.309 3.155
C -3.769 -2.291 -1.831
C -2.994 -3.263 -0.991
C -3.523 -4.511 -0.703
C -2.790 -5.473 -0.023
C -1.447 -5.194 0.277
C -0.517 -6.077 0.849
Br -1.070 -7.840 1.306
C 0.798 -5.728 1.089
C 1.229 -4.458 0.758
Br 3.009 -3.907 1.118
C 0.370 -3.522 0.181
O 0.724 -2.304 -0.138
C -0.978 -3.896 -0.040
N -1.753 -2.916 -0.583
H -4.259 -2.828 -2.639
H -3.090 -1.551 -2.266
H -4.535 -1.774 -1.252
H -4.527 -4.740 -1.023
H -3.222 -6.427 0.226
H 1.484 -6.433 1.530
O -1.126 1.115 -7.325
C -0.959 0.730 -6.200
S -0.865 1.792 -4.795
C -0.624 0.536 -3.578
C -0.566 -0.738 -4.025
S -0.346 -2.122 -3.018
S -0.765 -0.970 -5.764
S -0.528 1.017 -1.926
*
```


[2]
ORCA calculation (ωB97M-V/def2-TZVPD) on a molecular structure, C42H31Cl2NO5P2PtS2.

Molar mass (g mol⁻¹): 1021.78
HOMO (spin up / spin down) (eV): -7.05 / -8.11
Relative energy (zero: lowest compared OMol25 entry of this formula, charge and spin) (kJ/mol): 90.7
Calculated total energy (hartree): -4568.670684

Structure (ORCA input):
```
! wB97M-V def2-TZVPD RIJCOSX def2/J DEFGRID3
* xyz 0 5
Pt 0.949 -1.147 -1.456
O 1.017 0.621 -0.003
S 0.295 1.035 1.262
C -0.846 2.319 0.783
C -0.860 3.398 1.658
C -1.663 4.496 1.386
C -2.426 4.505 0.230
C -2.397 3.422 -0.639
C -1.611 2.301 -0.387
P -1.657 0.805 -1.494
C -0.920 1.487 -3.023
C -0.053 2.574 -3.047
C 0.524 2.987 -4.242
C 0.234 2.325 -5.424
C -0.617 1.226 -5.407
C -1.175 0.801 -4.214
C -3.440 0.766 -1.934
C -4.045 1.556 -2.912
C -5.402 1.441 -3.169
C -6.172 0.531 -2.455
C -5.579 -0.273 -1.495
C -4.218 -0.163 -1.244
C -0.821 -0.269 1.826
C -2.201 -0.118 1.808
C -3.013 -1.111 2.334
C -2.448 -2.250 2.880
C -1.069 -2.390 2.925
C -0.235 -1.399 2.420
P 1.578 -1.593 2.531
C 2.036 -3.016 3.554
C 2.834 -4.038 3.045
C 3.229 -5.084 3.866
C 2.822 -5.128 5.190
C 2.025 -4.113 5.704
C 1.646 -3.056 4.894
C 1.946 -0.249 3.799
C 3.294 0.062 3.972
C 3.685 1.055 4.856
C 2.729 1.764 5.571
C 1.384 1.468 5.401
C 0.992 0.470 4.518
H -0.235 3.375 2.542
H -1.679 5.338 2.064
H -3.050 5.358 -0.002
H -3.013 3.447 -1.528
H 0.183 3.102 -2.131
H 1.205 3.829 -4.244
H 0.683 2.649 -6.354
H -0.835 0.691 -6.322
H -1.819 -0.072 -4.206
H -3.446 2.252 -3.487
H -5.860 2.057 -3.932
H -7.231 0.439 -2.661
H -6.170 -1.002 -0.955
H -3.744 -0.818 -0.523
H -2.656 0.771 1.395
H -4.088 -0.987 2.306
H -3.077 -3.035 3.278
H -0.635 -3.285 3.345
H 3.148 -4.025 2.011
H 3.852 -5.871 3.460
H 3.127 -5.950 5.824
H 1.705 -4.140 6.737
H 1.044 -2.256 5.308
H 4.044 -0.483 3.408
H 4.736 1.280 4.982
H 3.031 2.544 6.258
H 0.633 2.008 5.965
H -0.062 0.244 4.410
O 2.113 -4.357 -0.393
S 1.061 -3.639 0.258
O 0.304 -4.319 1.270
O 0.131 -2.949 -0.712
O 1.792 -2.352 0.940
Cl 3.267 1.249 -2.326
C 3.072 0.678 -3.940
C 3.792 1.257 -4.961
C 3.636 0.798 -6.264
C 2.761 -0.247 -6.545
C 2.044 -0.830 -5.525
Cl 0.952 -2.118 -5.867
C 2.164 -0.392 -4.177
N 1.458 -0.960 -3.214
H 4.473 2.065 -4.736
H 4.203 1.252 -7.065
H 2.637 -0.612 -7.555
*
```


[3]
ORCA calculation (ωB97M-V/def2-TZVPD) on a molecular structure, C42H31Cl5NOP3Se2Ti at a distorted geometry.

Molar mass (g mol⁻¹): 1041.69
HOMO (eV): -6.96
Relative energy (zero: lowest compared OMol25 entry of this formula, charge and spin) (kJ/mol): 883.9
Calculated total energy (hartree): -10726.226632

Structure (ORCA input):
```
! wB97M-V def2-TZVPD RIJCOSX def2/J DEFGRID3
* xyz 0 1
Ti -0.843 0.301 0.560
N 1.343 0.124 3.428
P -0.426 -1.706 0.583
C 1.242 -2.476 0.478
C 2.253 -1.996 -0.351
C 3.562 -2.431 -0.184
C 3.882 -3.297 0.848
C 2.896 -3.731 1.727
C 1.588 -3.318 1.547
C -1.358 -3.255 0.854
C -1.238 -4.162 -0.214
C -2.082 -5.252 -0.314
C -3.071 -5.445 0.644
C -3.248 -4.518 1.657
C -2.419 -3.406 1.740
P 0.470 0.810 2.069
C 0.380 0.752 4.362
C 0.560 2.044 4.857
C -0.304 2.559 5.810
C -1.403 1.834 6.242
C -1.603 0.553 5.745
C -0.702 0.011 4.847
C 1.642 2.251 2.022
C 2.966 1.831 1.786
C 3.930 2.712 1.340
C 3.595 4.040 1.093
C 2.293 4.464 1.283
C 1.321 3.570 1.716
H 1.237 -0.881 3.543
H 2.015 -1.289 -1.137
H 4.336 -2.076 -0.853
H 4.906 -3.620 0.982
H 3.158 -4.378 2.554
H 0.784 -3.648 2.194
H -0.468 -3.960 -0.949
H -1.987 -5.938 -1.146
H -3.722 -6.307 0.583
H -4.043 -4.650 2.379
H -2.583 -2.665 2.513
H 1.451 2.585 4.570
H -0.103 3.539 6.225
H -2.091 2.256 6.962
H -2.446 -0.038 6.078
H -0.826 -1.012 4.505
H 3.187 0.790 1.987
H 4.942 2.366 1.169
H 4.347 4.739 0.749
H 2.025 5.495 1.089
H 0.307 3.919 1.872
Cl -4.004 7.424 1.832
C -3.599 6.064 0.855
C -2.949 4.967 1.430
Cl -2.525 4.956 3.104
C -2.704 3.859 0.655
Cl -2.771 0.020 0.924
C -2.979 3.899 -0.703
O -2.505 2.771 -1.259
C -3.602 4.965 -1.315
Cl -3.906 4.933 -3.006
C -3.928 6.058 -0.506
Cl -4.720 7.411 -1.206
Se -0.132 0.499 -1.423
P -0.520 0.360 -3.634
Se -1.371 2.457 0.265
C -1.046 -1.381 -3.838
C -2.386 -1.586 -4.157
C -2.862 -2.868 -4.405
C -1.998 -3.949 -4.341
C -0.667 -3.757 -3.985
C -0.198 -2.483 -3.716
C 1.231 0.270 -4.202
C 2.241 1.016 -3.592
C 3.536 0.994 -4.087
C 3.841 0.227 -5.202
C 2.838 -0.488 -5.839
C 1.538 -0.451 -5.356
H -3.048 -0.731 -4.229
H -3.902 -3.018 -4.663
H -2.358 -4.944 -4.567
H 0.009 -4.602 -3.933
H 0.835 -2.334 -3.423
H 1.977 1.631 -2.740
H 4.304 1.579 -3.598
H 4.852 0.207 -5.587
H 3.063 -1.073 -6.721
H 0.761 -0.993 -5.880
*
```